(1)
Molecular formula: C21H42N2O11S
Method: DFT, the ωB97M-V functional and the def2-TZVPD basis

The geometry in XYZ format:
```
77
Properties=species:S:1:pos:R:3:lowdin_charge:R:1
C -1.06719 -5.57880 5.17956 0.023
C -2.26487 -5.72917 5.75828 -0.171
C -3.52323 -5.02877 5.32859 -0.119
C -4.29966 -5.72854 4.22788 -0.247
O -5.27271 -4.85453 3.59968 -0.136
S -5.96117 -5.78839 2.44829 0.654
O -7.11026 -6.39884 3.00956 -0.208
O -6.04114 -5.01588 1.27033 -0.189
O -4.79599 -6.92384 2.35647 -0.105
C -3.62276 -6.33740 2.99703 -0.456
N -2.65290 -7.33948 3.09251 0.189
C -2.93320 -8.54988 3.42093 -0.325
C -3.57074 -8.98605 4.71113 0.000
C -2.55359 -9.64557 2.47864 -0.012
O -3.20257 -5.39391 1.98231 0.105
C -2.45403 -4.41882 2.37711 -0.295
N -1.73238 -3.58098 2.68707 0.208
H -0.41632 -6.44396 5.13849 0.064
H -0.73417 -4.64814 4.74767 0.049
H -2.34886 -6.42528 6.58714 0.095
H -3.35884 -3.99078 5.03845 0.127
H -4.19904 -4.98982 6.18470 0.123
H -4.90684 -6.54221 4.62724 0.147
H -3.23199 -8.38066 5.54524 0.073
H -4.66122 -8.98038 4.65776 0.102
H -3.28058 -10.01528 4.90157 0.080
H -1.70095 -9.36844 1.86884 0.091
H -2.28367 -10.54696 3.02941 0.076
H -3.43221 -9.89375 1.88419 0.106
C 0.43292 2.27799 0.07195 -0.116
O 1.26636 1.27841 0.62717 -0.188
C 1.43675 1.40629 2.02981 -0.210
C 0.59862 0.40262 2.78793 -0.211
O -0.78564 0.68270 2.66960 -0.192
C -1.45269 -0.18068 1.76037 -0.108
H 0.24426 2.01378 -0.96716 0.089
H -0.52304 2.34211 0.59851 0.083
H 0.93338 3.25308 0.09829 0.085
H 1.19960 2.42272 2.35855 0.125
H 2.49412 1.21864 2.24471 0.124
H 0.85172 0.46570 3.85182 0.123
H 0.82044 -0.61283 2.44689 0.127
H -1.51104 -1.19299 2.16657 0.045
H -0.95204 -0.20275 0.78860 0.085
H -2.46388 0.20059 1.62478 0.088
C 1.47446 6.18549 -2.90063 -0.098
O 0.60080 6.50589 -3.96978 -0.188
C 0.24910 5.38056 -4.75854 -0.208
C -1.14712 4.89573 -4.44417 -0.206
O -1.22254 4.33794 -3.14209 -0.192
C -1.83319 5.19817 -2.19834 -0.108
H 1.56874 7.06886 -2.27086 0.092
H 1.08547 5.36184 -2.29634 0.081
H 2.46522 5.92075 -3.28656 0.074
H 0.97156 4.57001 -4.62246 0.125
H 0.28595 5.69534 -5.80678 0.125
H -1.41378 4.10385 -5.15160 0.125
H -1.86734 5.71082 -4.56086 0.126
H -2.90432 5.29645 -2.40504 0.089
H -1.36929 6.18785 -2.19454 0.085
H -1.70830 4.74892 -1.21428 0.083
C 8.21325 5.67856 -5.25610 -0.112
O 7.17394 5.87545 -6.19652 -0.189
C 6.16789 4.87658 -6.13757 -0.206
C 4.92692 5.37848 -5.43692 -0.209
O 5.15978 5.59593 -4.05358 -0.199
C 5.31006 6.96379 -3.72072 -0.113
H 8.84782 6.56278 -5.27748 0.088
H 7.82095 5.54777 -4.24436 0.084
H 8.81840 4.80671 -5.52720 0.088
H 6.54354 3.97519 -5.64459 0.127
H 5.90973 4.61610 -7.16903 0.125
H 4.14437 4.61650 -5.51706 0.123
H 4.56169 6.29078 -5.91766 0.128
H 4.35353 7.48784 -3.82536 0.082
H 6.06237 7.45303 -4.34441 0.085
H 5.62580 7.02149 -2.68037 0.091
```

energy: -2160.40272 Ha
frontier orbital gap: 0.3144 Eh
total charge: 0
energy relative to the best compared isomer or geometry (same formula, charge and spin): 0.000 eV
E_HOMO: -8.843 eV

=====

(2)
Molecular formula: C21H42N7O12
Method: DFT, the ωB97M-V functional and the def2-TZVPD basis

The geometry in XYZ format:
```
82
Properties=species:S:1:pos:R:3:nbo_charge:R:1
H -3.49828 2.98058 -0.34255 0.350
N -3.49706 2.55562 -1.26385 -0.828
C -3.93215 1.35531 -1.28883 0.616
N -3.98350 0.69227 -2.49435 -0.833
N -4.29569 0.64981 -0.16913 -0.651
C -4.37439 -0.78174 -0.00770 -0.074
C -4.25963 -1.09155 1.49315 0.084
O -4.34001 -2.49053 1.65160 -0.747
C -2.93671 -0.49901 2.03929 0.056
O -3.23968 0.79530 2.47833 -0.743
C -1.82293 -0.50905 0.95901 0.055
O -0.52978 -0.52919 1.54631 -0.551
C 0.13503 0.70895 1.68709 0.367
O -0.68268 1.69718 2.23066 -0.557
C -0.84639 2.81164 1.33641 0.094
C -0.96529 4.08864 2.14506 -0.630
C 0.36313 2.76869 0.38362 0.184
O 1.42125 3.52210 0.90390 -0.707
C 0.01677 3.26273 -1.04821 -0.081
O -0.77329 2.34948 -1.75994 -0.772
C 0.70043 1.26034 0.35886 0.010
O 2.09436 1.06208 0.22927 -0.561
C 2.48353 0.14097 -0.74314 0.377
O 2.12160 -1.18137 -0.39135 -0.592
C 2.77571 -1.67595 0.78299 0.057
C 2.24913 -3.08868 1.07604 -0.056
O 2.54158 -3.49553 2.37282 -0.710
C 4.29511 -1.66461 0.58334 0.072
O 4.90875 -2.15447 1.74392 -0.733
C 4.75077 -0.23444 0.27142 0.081
O 6.13574 -0.26642 0.06120 -0.727
C 4.00877 0.28375 -0.96826 -0.103
N 4.46567 1.62086 -1.24920 -0.630
C 4.09421 2.16025 -2.54456 -0.414
C -1.99967 -1.76548 0.09233 -0.101
N -0.80671 -1.92906 -0.72508 -0.602
C -0.53988 -2.92578 -1.56940 0.686
N -1.47135 -3.78307 -1.95600 -0.783
N 0.70234 -3.01741 -2.04875 -0.784
C -3.29237 -1.61659 -0.74546 0.055
O -3.83700 -2.88205 -1.05234 -0.735
H -4.77108 0.07311 -2.61399 0.390
H -3.85108 1.32514 -3.27067 0.416
H -4.19164 1.15735 0.70223 0.429
H -5.34426 -1.15136 -0.37709 0.217
H -5.07562 -0.58990 2.02861 0.208
H -4.50396 -2.70135 2.57743 0.503
H -2.57895 -1.12236 2.87439 0.193
H -2.41224 1.22773 2.75972 0.512
H -1.92038 0.37334 0.31717 0.209
H 0.94878 0.48454 2.38940 0.194
H -1.75938 2.65287 0.74504 0.175
H -0.05004 4.25589 2.70320 0.241
H -1.79985 4.00799 2.83529 0.220
H -1.12802 4.92769 1.47608 0.225
H 2.24013 3.03046 0.76199 0.486
H -0.44535 4.24981 -0.97633 0.187
H 0.96348 3.37177 -1.58983 0.179
H -1.72702 2.58487 -1.70369 0.510
H 0.17332 0.80422 -0.48891 0.226
H 1.93817 0.32263 -1.68362 0.178
H 2.52917 -1.03440 1.63791 0.193
H 1.15812 -3.08841 0.99561 0.174
H 2.66334 -3.78783 0.33145 0.154
H 3.48770 -3.35829 2.53273 0.497
H 4.55403 -2.30203 -0.28023 0.165
H 5.84703 -1.92699 1.69259 0.506
H 4.50835 0.41162 1.13179 0.170
H 6.39064 0.55901 -0.37165 0.499
H 4.27644 -0.35126 -1.82250 0.209
H 4.17746 2.25197 -0.50814 0.362
H 4.47885 1.49959 -3.32061 0.201
H 3.01281 2.27795 -2.68737 0.166
H 4.56730 3.13356 -2.65339 0.219
H -2.10383 -2.63299 0.75886 0.228
H 0.00364 -1.43273 -0.35784 0.452
H -2.45049 -3.64752 -1.67674 0.451
H -1.25943 -4.48188 -2.64712 0.413
H 1.43073 -2.43408 -1.65423 0.442
H 0.95251 -3.74788 -2.69211 0.412
H -3.04523 -1.13934 -1.69918 0.239
H -4.22363 -3.23711 -0.23477 0.511
```

energy: -2111.43968 Ha
frontier orbital gap: 0.3526 Eh
structure (SMILES): [H]/N=C(/N)N[C@@H]1[C@@H](O)[C@H](O)[C@@H](O[C@@H]2O[C@@H](C)[C@](O)(CO)[C@H]2O[C@@H]2O[C@@H](CO)[C@H](O)[C@@H](O)[C@@H]2NC)[C@H](NC(N)=[NH2+])[C@H]1O
total charge: +1
energy relative to the best compared isomer or geometry (same formula, charge and spin): 0.161 eV
E_HOMO: -11.681 eV

=====

(3)
Molecular formula: C21H43AlN2P3SSe
Method: DFT, the ωB97M-V functional and the def2-TZVPD basis

The geometry in XYZ format:
```
72
Properties=species:S:1:pos:R:3:lowdin_charge:R:1
Al 0.00000 0.00000 0.00000 -0.387
P -1.59253 -1.52625 0.60742 0.844
P -0.24375 1.72849 1.50577 0.809
P 1.66299 -0.93064 1.31545 0.812
H 1.49429 0.93385 -2.24726 0.100
C 1.59098 0.15911 -1.48407 -0.063
C 0.85801 -1.08613 -1.66297 -0.073
H 0.22772 -1.20037 -2.54049 0.086
C -3.19858 -1.67212 -0.31041 -0.193
C -2.30739 -1.62885 2.32014 -0.189
C -1.06576 -3.29376 0.40728 -0.203
C 0.90748 3.18989 1.42262 -0.209
C -1.84112 2.67617 1.60773 -0.233
C -0.11627 1.43155 3.33825 -0.207
C 2.71098 -2.27566 0.59508 -0.202
C 1.31882 -1.74807 2.94251 -0.199
C 3.03573 0.20008 1.82751 -0.193
H 2.62044 0.11162 -1.12391 0.086
H 1.35119 -2.02290 -1.41891 0.079
H -3.00315 -1.71532 -1.38601 0.043
H -3.82599 -0.80187 -0.10376 0.046
H -3.74125 -2.57652 -0.01022 0.086
H -2.84933 -0.70155 2.53203 0.055
H -1.50388 -1.72594 3.05428 0.037
H -2.99552 -2.47671 2.43041 0.085
H -0.78273 -3.45080 -0.63732 0.058
H -1.86377 -3.99505 0.68030 0.082
H -0.18758 -3.49929 1.02464 0.031
H 0.68120 3.94005 2.19089 0.085
H 0.83665 3.65183 0.43520 0.050
H 1.93651 2.84450 1.54856 0.023
H -1.79266 3.43659 2.39581 0.077
H -2.65586 1.98112 1.83301 0.050
H -2.06687 3.17299 0.66186 0.033
H -0.30503 2.35788 3.89295 0.083
H 0.87663 1.06600 3.60912 0.033
H -0.85367 0.68109 3.63644 0.046
H 3.47967 -2.56626 1.31906 0.082
H 3.19665 -1.93069 -0.32093 0.060
H 2.09651 -3.14685 0.35462 0.055
H 2.25561 -2.02495 3.43909 0.083
H 0.73045 -2.65446 2.77727 0.044
H 0.74965 -1.08699 3.59696 0.030
H 3.84306 -0.35283 2.32117 0.084
H 2.66520 0.96639 2.51140 0.035
H 3.42561 0.69827 0.93609 0.052
C 5.02604 3.64929 -2.10827 -0.598
C 4.58984 2.55352 -2.86024 -0.150
C 5.35553 2.10174 -3.93448 -0.084
C 6.55427 2.73344 -4.26669 -0.059
C 6.98528 3.82613 -3.51348 -0.050
C 6.22791 4.28625 -2.43765 -0.116
Se 4.02923 4.33237 -0.61407 0.886
H 2.94437 3.34404 -0.73336 -0.212
H 3.65853 2.05310 -2.61191 0.053
H 5.00875 1.24992 -4.51286 0.104
H 7.14676 2.37769 -5.10413 0.116
H 7.91692 4.32705 -3.76153 0.121
H 6.57347 5.13804 -1.85830 0.110
C -4.58981 1.64041 -1.15317 0.022
N -3.91905 0.80366 -2.14882 -0.103
C -4.54282 0.11358 -3.12129 -0.011
C -3.58481 -0.52232 -3.88373 -0.031
N -2.36882 -0.22645 -3.38376 0.103
C -2.59517 0.56535 -2.31720 -0.749
S -1.42168 1.24550 -1.41175 0.845
H -5.30005 1.02749 -0.55941 0.118
H -3.86436 2.10513 -0.45951 0.064
H -5.15375 2.44885 -1.66379 0.131
H -5.61459 0.08571 -3.27320 0.158
H -3.76188 -1.14534 -4.74971 0.148
H -1.45486 -0.54461 -3.76759 0.190
```

energy: -5000.62898 Ha
frontier orbital gap (spin up / spin down): 0.1007 / 0.0891 Eh
total charge: +3
energy relative to the best compared isomer or geometry (same formula, charge and spin): 1.704 eV
E_HOMO (spin up / spin down): -14.338 / -14.196 eV